No. 1
This record from OMol25 describes a structure of composition C32H33BrCl2F2N2Ru. The level of theory is wB97M-V/def2-TZVPD.

Calculated values
2S+1: 2
Electronic energy: -139798.526 eV
Relative energy (zero: lowest compared OMol25 entry of this formula, charge and spin): 0.000 eV
Molecular weight: 735.51 g/mol
Total charge: +1
Frontier orbital gap (spin up / spin down): 6.856 / 6.789 eV

Positions of all 73 atoms, in Å:
Ru 0.5927 0.6938 -0.0593
Br 2.9964 0.2036 0.4552
C 3.1073 -1.3713 -0.6213
C 4.1854 -2.1977 -0.5805
C 4.1673 -3.3406 -1.4056
C 3.1005 -3.5918 -2.2199
C 1.9858 -2.7210 -2.2640
C 0.8814 -2.9596 -3.1222
C -0.1558 -2.0736 -3.1819
C -0.1576 -0.9199 -2.3762
C 0.8341 -0.6781 -1.4514
C 1.9685 -1.5730 -1.4344
H 5.0301 -1.9940 0.0628
H 5.0126 -4.0148 -1.3899
H 3.0987 -4.4691 -2.8547
H 0.8916 -3.8394 -3.7536
H -0.9773 -2.2445 -3.8658
H -0.9454 -0.1905 -2.4998
C -0.2233 -2.7954 1.0109
C 0.6516 -2.3720 2.1598
C 1.4673 -3.2942 2.7994
C 2.2267 -2.9310 3.9008
C 2.1498 -1.6420 4.3941
C 1.3409 -0.6836 3.7889
C 1.2597 0.6912 4.3934
C 0.6199 -1.0633 2.6563
N -0.1106 -0.1045 1.8747
C -1.2457 0.3544 2.2345
C -1.9123 0.0434 3.5339
C -1.9783 1.1979 1.2238
C -3.2904 1.7909 1.6219
N -1.4512 1.3180 0.0597
C -2.2084 1.9618 -0.9877
C -2.1233 3.3416 -1.1739
C -1.3839 4.2621 -0.2392
C -2.8071 3.8856 -2.2556
C -3.5690 3.0945 -3.0971
C -3.6998 1.7408 -2.8384
C -3.0365 1.1507 -1.7699
C -3.3326 -0.2892 -1.4224
H 0.1364 -3.7286 0.5804
H -0.2623 -2.0489 0.2172
H -1.2483 -2.9640 1.3533
H 1.5033 -4.3102 2.4262
H 2.8676 -3.6582 4.3810
H 2.7237 -1.3620 5.2694
H 2.2572 1.0895 4.5794
H 0.7435 0.6515 5.3555
H 0.7373 1.4020 3.7623
H -1.2986 -0.6188 4.1365
H -2.8799 -0.4317 3.3630
H -2.0976 0.9648 4.0898
H -3.9525 1.0233 2.0244
H -3.7787 2.2812 0.7865
H -3.1302 2.5242 2.4165
H -0.8531 3.7331 0.5498
H -2.0857 4.9576 0.2254
H -0.6454 4.8479 -0.7837
H -2.7399 4.9526 -2.4300
H -4.0863 3.5382 -3.9369
H -4.3408 1.1281 -3.4608
H -3.3509 -0.9113 -2.3172
H -4.3232 -0.3613 -0.9665
H -2.6112 -0.7202 -0.7308
F 0.8376 3.1855 -1.1080
C 1.1486 1.9260 -1.6032
F 0.4998 1.8278 -2.7971
H 2.2233 1.9490 -1.8077
Cl 3.5868 4.4184 -0.1433
C 3.4221 3.8415 1.5033
Cl 1.7839 3.2042 1.8499
H 3.5885 4.6582 2.1945
H 4.1222 3.0313 1.6680

Cartesian forces (eV/Å) of the 2 atoms listed first:
Ru 0.32 0.23 0.17
Br 0.17 -0.15 0.02

Results of the Mulliken charge analysis, in e, for atoms 1 through 2: number 1, Ru, carries -0.45; number 2, Br, carries -0.06

=====

No. 2
This record from OMol25 describes a cluster of 6 separate species, C50H90BF7N8O10 in total at a distorted geometry. The level of theory is wB97M-V/def2-TZVPD.

Calculated values
Electronic energy: -105372.394 eV
SMILES string: CCOCCOCCOCc1c(N=C(C)C)cc(B(O)OC)c2nc(C(F)(F)C(F)(F)C(F)(F)F)c(Cc3ccccc3C)nc12.COC[C@@H](C)N.COC[C@@H](C)N.COC[C@@H](C)N.COC[C@@H](C)N.COC[C@@H](C)N
Molecular weight: 1107.11 g/mol
Total charge: 0
Frontier orbital gap: 5.993 eV

Positions of all 166 atoms, in Å:
C -0.7357 -4.8419 1.9303
C -1.5662 -3.7127 1.0322
O -2.6785 -4.3915 0.3469
C -2.6270 -4.1707 -1.1187
C -3.4747 -2.7715 -1.4399
O -2.9804 -2.0447 -2.6197
C -1.6265 -1.4759 -2.3755
C -1.5603 0.1563 -2.6118
O -0.2045 0.6101 -2.2425
C -0.1295 2.0766 -2.1381
C 0.5847 2.4187 -0.6664
C -0.3140 3.2010 0.4596
N -1.7497 3.5429 0.1128
C -2.5351 3.6770 1.2309
C -3.1905 2.3685 2.0275
C -2.8394 5.2283 1.7341
C 0.3793 3.5755 1.9056
C 1.9503 3.1307 2.1123
B 2.6519 3.4902 3.5591
O 2.3986 4.8513 4.1492
O 3.4858 2.4933 4.2590
C 2.8050 1.1941 4.3912
C 2.8596 2.3474 0.9555
N 4.2795 2.0544 1.2862
C 5.0034 1.3008 0.1501
C 6.5679 0.9964 0.5474
F 7.3320 0.1254 -0.3398
F 7.2137 2.3385 0.7608
C 6.5974 0.2718 2.0551
F 6.4958 1.2493 3.1702
F 5.5315 -0.7961 2.1004
C 8.0450 -0.5296 2.3004
F 9.2259 0.2993 1.9017
F 8.0492 -1.8945 1.6700
F 8.2319 -0.7924 3.7765
C 4.2340 0.9059 -1.2300
C 5.0309 0.0453 -2.4241
C 5.0629 -1.5769 -2.1323
C 6.4920 -2.4366 -1.9977
C 6.5832 -4.0427 -1.6830
C 5.2255 -4.9434 -1.4755
C 3.7815 -4.1622 -1.6444
C 3.6937 -2.5236 -1.9676
C 2.1829 -1.9066 -2.1129
N 2.8094 1.2357 -1.6016
C 2.1784 1.9593 -0.4567
H 0.4287 -4.7733 1.7528
H -1.0121 -4.6884 3.0733
H -1.1137 -5.9000 1.5701
H -0.8179 -3.1624 0.3084
H -2.0309 -2.8989 1.7570
H -3.1889 -5.0869 -1.6261
H -1.5236 -4.1338 -1.5249
H -4.5834 -3.1063 -1.6330
H -3.4672 -2.1152 -0.4523
H -0.8855 -2.0891 -3.0451
H -1.3662 -1.6799 -1.2358
H -2.3352 0.6886 -1.8840
H -1.7527 0.4711 -3.7389
H -1.1472 2.6360 -2.2919
H 0.6121 2.4972 -2.9738
H -4.2959 2.6780 2.3433
H -2.5500 2.0239 2.9469
H -3.2778 1.4155 1.3165
H -1.8559 5.6057 2.2472
H -2.9590 5.8661 0.7383
H -3.7876 5.3228 2.4167
H -0.2154 4.1468 2.7532
H 3.1910 4.9894 4.7762
H 2.8899 0.7322 5.4830
H 3.2804 0.4055 3.6591
H 1.6534 1.2276 4.1407
H 4.4544 0.1732 -3.4612
H 6.1057 0.5118 -2.5785
H 7.5128 -1.8463 -2.0984
H 7.6370 -4.5873 -1.5669
H 5.2256 -6.0997 -1.2122
H 2.7815 -4.7555 -1.5095
H 1.3416 -2.7106 -2.2500
H 2.2034 -1.0735 -2.9421
H 1.9381 -1.3392 -1.0921
C -5.6105 7.8241 -1.1199
O -5.3190 7.6422 0.2574
C -6.0561 8.4973 1.1355
C -7.4896 8.0088 1.4427
C -8.4746 8.2484 0.3009
N -7.5084 6.5816 1.7976
H -5.8293 8.8687 -1.3631
H -6.4420 7.1813 -1.4145
H -4.7362 7.5109 -1.6953
H -5.4938 8.5050 2.0765
H -6.0518 9.5295 0.7649
H -7.8525 8.5809 2.3053
H -8.3589 7.5304 -0.5154
H -9.5048 8.1530 0.6616
H -8.3603 9.2571 -0.1113
H -6.9268 6.4436 2.6249
H -7.0038 6.0791 1.0614
C 7.4543 -9.1768 -3.9769
O 8.0029 -8.0580 -3.2966
C 9.3020 -7.6690 -3.7509
C 9.2947 -6.8030 -5.0307
C 9.0323 -7.6002 -6.3063
N 8.3117 -5.7129 -4.9384
H 8.2200 -9.9052 -4.2621
H 6.8974 -8.8446 -4.8549
H 6.7443 -9.6662 -3.3061
H 9.7277 -7.0674 -2.9393
H 9.9529 -8.5450 -3.8597
H 10.2919 -6.3573 -5.1300
H 7.9793 -7.8671 -6.4294
H 9.3138 -7.0117 -7.1866
H 9.6235 -8.5225 -6.3218
H 8.5524 -5.1234 -4.1408
H 7.4175 -6.1327 -4.6671
C -12.3179 2.9994 1.1182
O -11.1042 3.7326 1.0513
C -10.7696 4.4325 2.2528
C -10.1017 3.5542 3.3348
C -11.0815 2.6476 4.0761
N -9.0227 2.7299 2.7696
H -13.0704 3.4985 1.7370
H -12.1260 1.9911 1.4895
H -12.7123 2.9041 0.1039
H -10.0494 5.2024 1.9520
H -11.6435 4.9647 2.6474
H -9.6626 4.2294 4.0793
H -11.3772 1.7743 3.4888
H -10.6255 2.2687 4.9976
H -11.9882 3.1951 4.3563
H -8.3190 3.3475 2.3634
H -9.4095 2.2382 1.9584
C -11.0501 -1.2557 1.0974
O -10.4130 -0.8283 -0.0970
C -10.6974 -1.6383 -1.2409
C -12.0459 -1.3202 -1.9252
C -13.2567 -1.8682 -1.1735
N -12.2218 0.1265 -2.1235
H -11.1351 -2.3455 1.1551
H -12.0338 -0.7908 1.1837
H -10.4507 -0.9105 1.9431
H -9.8966 -1.4232 -1.9580
H -10.6117 -2.7031 -0.9927
H -12.0346 -1.8019 -2.9105
H -13.5138 -1.2723 -0.2937
H -14.1389 -1.8685 -1.8233
H -13.0838 -2.9005 -0.8496
H -11.4623 0.4697 -2.7125
H -12.0509 0.5796 -1.2208
C 14.9846 -2.0512 2.8170
O 13.7692 -1.3472 3.0236
C 13.4247 -0.4416 1.9717
C 12.7522 -1.1108 0.7519
C 13.7296 -1.8633 -0.1480
N 11.6793 -2.0286 1.1640
H 15.7316 -1.4447 2.2950
H 14.7930 -2.9757 2.2695
H 15.3859 -2.3280 3.7947
H 12.7044 0.2578 2.4120
H 14.2945 0.1571 1.6754
H 12.3063 -0.3131 0.1454
H 14.0317 -2.8279 0.2687
H 13.2687 -2.0699 -1.1203
H 14.6329 -1.2704 -0.3293
H 10.9766 -1.4980 1.6800
H 12.0728 -2.6582 1.8697

Cartesian forces (eV/Å) of the 2 atoms listed first:
C -0.55 0.18 -0.23
C 0.55 0.03 1.21

Results of the Mulliken charge analysis, in e, for atoms 1 through 2: number 1, C, carries -0.86; number 2, C, carries 0.21

=====

No. 3
This record from OMol25 describes the ion C2H9N2O with charge +1 at a distorted geometry. The level of theory is wB97M-V/def2-TZVPD.

Calculated values
Electronic energy: -7240.038 eV
Relative energy (zero: lowest compared OMol25 entry of this formula, charge and spin): 2.318 eV
SMILES string: [NH3+]CNCO
Molecular weight: 77.11 g/mol
Total charge: +1
Frontier orbital gap: 10.422 eV

Positions of all 14 atoms, in Å:
N 0.9374 1.4610 0.4208
C 0.0525 0.3271 1.0885
N -0.9344 -0.1986 0.1554
C -0.5587 -0.9308 -1.0208
O 0.3701 -1.9969 -0.7988
H 1.5940 1.0212 -0.1877
H 0.3056 2.0957 -0.1985
H 1.3625 2.0892 1.0964
H 0.9434 -0.4129 1.1468
H -0.4149 0.7345 2.0022
H -1.9266 0.0127 0.3358
H -0.0076 -0.2356 -1.6837
H -1.5609 -1.1330 -1.5350
H -0.1625 -2.8338 -0.8214

Cartesian forces (eV/Å) of the 2 atoms listed first:
N -3.24 2.29 -1.09
C 0.58 -2.14 -2.00

Results of the natural (NBO) charge analysis, in e, for atoms 1 through 2: number 1, N, carries -0.72; number 2, C, carries -0.05

=====

No. 4
This record from OMol25 describes a structure of composition C24H33AsClHoI2OP2 at a distorted geometry. The level of theory is wB97M-V/def2-TZVPD.

Calculated values
2S+1: 5
Electronic energy: -161392.602 eV
Molecular weight: 928.59 g/mol
Total charge: +2
Frontier orbital gap (spin up / spin down): 5.656 / 7.735 eV

Positions of all 65 atoms, in Å:
I 3.0754 0.2729 1.0143
I 1.2032 1.5548 2.0256
Ho -0.8487 -0.6051 -2.2850
P 1.9657 3.4924 0.6028
C 3.2791 4.3672 1.4700
C 2.4455 2.9921 -1.0467
H 2.9801 3.8588 -1.4714
H 0.7974 5.4774 0.1790
H 1.5587 2.7798 -1.6513
H -0.1101 4.0606 -0.4500
H 4.1753 3.7422 1.5223
H 3.1169 2.1242 -1.0353
C 0.4700 4.4521 0.3961
H 3.4995 5.2926 0.9139
H -0.1444 4.4503 1.3046
H 2.9638 4.6271 2.4928
P -1.4544 -2.5449 -0.7360
C -1.5947 -3.9150 0.4016
C -3.1075 -1.7673 -0.9466
H -1.6546 -2.5747 -3.3202
H -1.9931 -4.1091 -2.4339
H -0.3037 -3.6076 -2.6401
C -1.3212 -3.2467 -2.4708
H -3.1798 -0.9215 -1.6989
H -3.8302 -2.5618 -1.2155
H -2.4384 -4.5850 0.1181
H -1.7536 -3.5407 1.4291
H -3.4307 -1.3817 0.0248
H -0.6604 -4.4962 0.3938
Cl -1.5889 1.7133 -2.1871
O 0.2492 -1.3329 2.0509
As 0.9257 -2.2570 3.2995
C 2.6295 -1.5420 3.9205
C 3.8284 -2.2127 3.6790
C 5.0428 -1.6195 4.0296
C 5.0540 -0.3733 4.6661
C 3.8528 0.2765 4.9544
C 2.6415 -0.3094 4.5849
C -0.2998 -2.0515 4.7864
C -1.6498 -1.9150 4.4352
C -2.6091 -1.6966 5.4336
C -2.2026 -1.5547 6.7676
C -0.8449 -1.6475 7.1079
C 0.1148 -1.9029 6.1181
C 1.2435 -4.0461 2.6138
C 0.6573 -5.1715 3.1969
C 0.8119 -6.4246 2.5920
C 1.5517 -6.5507 1.4102
C 2.1636 -5.4259 0.8463
C 1.9999 -4.1695 1.4406
H 3.8196 -3.1725 3.1596
H 5.9847 -2.1158 3.7802
H 6.0052 0.1008 4.9271
H 3.8308 1.2455 5.4585
H 1.7077 0.2368 4.7553
H -1.9167 -1.9182 3.3836
H -3.6624 -1.6351 5.1628
H -2.9533 -1.3541 7.5460
H -0.5317 -1.5011 8.1424
H 1.1746 -1.9446 6.3728
H 0.0924 -5.0635 4.1228
H 0.3535 -7.3054 3.0454
H 1.6395 -7.5253 0.9225
H 2.7682 -5.5147 -0.0593
H 2.4483 -3.2836 0.9850

Cartesian forces (eV/Å) of the 2 atoms listed first:
I 4.36 -2.92 -2.33
I -4.48 2.52 2.23

Results of the natural (NBO) charge analysis, in e, for atoms 1 through 2: number 1, I, carries -0.15; number 2, I, carries 0.38